(1)
Formula: C4H16O6
Source: the Open Molecules 2025 dataset
Level of theory: wB97M-V/def2-TZVPD

Structure (ORCA input):
```
! RIJCOSX wB97M-V def2-TZVPD def2/J DEFGRID3
* xyz 1 2
O 1.2957 2.5966 -2.5383
H 1.4977 1.6748 -2.3781
H 2.1124 3.0579 -2.3474
O 0.0261 0.3287 -0.2062
H -0.6166 -0.3762 -0.1259
H 0.8736 -0.1094 -0.1293
C 3.7572 0.1883 -0.1294
C 3.9209 -0.0724 -1.6402
O 2.7189 0.2306 -2.4686
O 2.7641 -0.5462 0.6384
H 3.4646 1.2291 0.0092
H 4.7268 0.2082 0.3682
H 4.1287 -1.1403 -1.7072
H 4.7282 0.5438 -2.0360
H 2.4671 -0.6030 -2.8725
H 2.7953 -0.1715 1.5217
C -3.3091 -0.4499 1.2260
C -4.4043 -0.8978 2.1560
O -4.8714 0.2104 2.9548
O -3.0572 -1.5836 0.3609
H -2.4695 -0.3193 1.9087
H -3.6342 0.4544 0.7115
H -4.1443 -1.7888 2.7275
H -5.2462 -1.3566 1.6374
H -5.7899 0.2394 2.6770
H -3.7346 -1.5470 -0.3184
*
```

Values from the calculation:
- largest force on an atom (eV/A) = 4.181
- molar mass (g mol⁻¹) = 160.166
- frontier orbital gap (alpha / beta) (eV) = 10.07 / 2.08


(2)
Formula: C4H16Si4
Source: the Open Molecules 2025 dataset
Level of theory: wB97M-V/def2-TZVPD

Structure (ORCA input):
```
! RIJCOSX wB97M-V def2-TZVPD def2/J DEFGRID3
* xyz 0 1
C 2.9779 -0.2461 -0.1166
C 0.3551 2.6356 -0.8330
C 0.1389 -2.5769 -1.1919
C -3.5932 0.1471 0.5585
Si 1.4969 -0.0599 1.0878
Si -0.0393 1.6473 0.7446
Si -0.1463 -1.7797 0.4624
Si -1.7215 0.0810 0.3445
H 2.4862 0.3838 -0.9782
H 3.8896 0.2129 0.1854
H 3.1950 -1.2328 -0.3931
H 0.2793 3.7707 -0.6546
H 1.3007 2.3625 -1.2306
H -0.3147 2.3544 -1.7197
H 0.3056 -1.7007 -1.8820
H 1.1049 -3.1376 -1.2503
H -0.6138 -3.2187 -1.5004
H -4.0358 0.2663 -0.4029
H -3.8029 -0.7292 1.1657
H -3.8699 1.1771 0.9762
H 1.7307 -0.0554 2.5085
H -0.5923 2.7957 1.5185
H -0.3748 -3.0266 1.3026
H -1.1582 -0.3893 2.3508
*
```

Values from the calculation:
- largest force on an atom (eV/A) = 3.785
- molar mass (g mol⁻¹) = 176.516
- frontier orbital gap (eV) = 8.31


(3)
Formula: C4H17N2O2
Source: the Open Molecules 2025 dataset
Level of theory: wB97M-V/def2-TZVPD

Structure (ORCA input):
```
! RIJCOSX wB97M-V def2-TZVPD def2/J DEFGRID3
* xyz 0 2
C 2.1342 -1.0726 -1.8183
C 0.9328 -1.4899 -1.0445
C -0.4751 -1.0758 -1.6446
C -1.4378 -0.1707 -0.7508
N -0.7967 0.9990 -0.1431
N 0.9891 -0.8446 0.3683
H 2.1022 -1.7154 -2.7413
H 2.0928 -0.0625 -2.2431
H 3.1066 -1.4231 -1.3808
H 0.9694 -2.6340 -1.0039
H -1.0134 -2.0894 -1.7298
H -0.1352 -0.8001 -2.6647
H -2.1900 0.0120 -1.5525
H -1.8932 -0.7817 0.0588
H -0.7130 1.6123 -0.8417
H -1.1600 1.2338 0.7038
H 0.4088 -1.3674 1.1322
H 1.9044 -0.7475 0.7207
H 0.1570 0.4939 0.2227
H 0.7349 3.3363 1.5382
H -0.5290 2.9152 2.2881
O -0.2305 3.2240 1.3266
H -1.9540 0.1579 3.4350
H -1.6056 1.3775 4.3289
O -1.3986 0.9128 3.4359
*
```

Values from the calculation:
- largest force on an atom (eV/A) = 5.845
- molar mass (g mol⁻¹) = 125.192
- frontier orbital gap (alpha / beta) (eV) = 3.41 / 10.56


(4)
Formula: C4H17N2O2
Source: the Open Molecules 2025 dataset
Level of theory: wB97M-V/def2-TZVPD

Structure (ORCA input):
```
! RIJCOSX wB97M-V def2-TZVPD def2/J DEFGRID3
* xyz 1 1
C -0.0656 -0.7864 -0.0865
N 0.5802 0.5240 0.0565
C 1.4948 0.6229 1.2663
C -1.5801 -0.6882 0.4875
N -1.9861 0.7235 0.3173
C -2.9271 0.9397 -0.8654
H 0.0042 -0.9799 -1.1966
H 0.4232 -1.7063 0.2971
H 1.1122 0.8049 -0.6827
H 2.4174 0.2268 0.9405
H 1.7615 1.6533 1.5159
H 1.0104 0.1901 2.1354
H -2.2723 -1.3380 -0.0260
H -1.5717 -1.0322 1.5553
H -1.0341 1.2004 0.2013
H -2.5302 1.2053 1.1605
H -2.2918 0.8931 -1.7226
H -3.6083 0.1331 -0.8284
H -3.2426 2.0385 -0.8189
H 2.5087 2.2964 -1.7048
H 2.6857 1.2345 -3.0124
O 2.1766 1.5312 -2.1591
H 2.3754 -3.0158 1.7978
H 2.6397 -3.5885 0.4624
O 1.9203 -3.0823 0.9096
*
```

Values from the calculation:
- largest force on an atom (eV/A) = 4.911
- molar mass (g mol⁻¹) = 125.192
- frontier orbital gap (eV) = 10.45


(5)
Formula: C4H17NO3
Source: the Open Molecules 2025 dataset
Level of theory: wB97M-V/def2-TZVPD

Structure (ORCA input):
```
! RIJCOSX wB97M-V def2-TZVPD def2/J DEFGRID3
* xyz 0 1
C -1.3523 0.3642 -1.7522
C -0.1199 -0.4739 -1.5014
C 1.0711 0.5143 -1.4188
C 2.4543 -0.1794 -1.6598
N -0.2160 -1.2526 -0.2141
H -1.7454 0.3098 -2.7523
H -2.2547 -0.0623 -1.1502
H -1.3245 1.4166 -1.6110
H -0.0421 -1.3118 -2.3132
H 0.9448 1.3080 -2.1633
H 1.0033 1.1408 -0.5443
H 2.3887 -1.0816 -0.8901
H 2.5701 -0.3969 -2.8135
H 3.2414 0.4877 -1.3570
H -0.7595 -2.0701 -0.5440
H -0.6244 -0.7939 0.4930
H -2.2317 1.2797 0.8879
H -3.0176 2.7889 0.6743
O -2.6628 1.9573 0.2713
H 0.3992 1.6519 1.8423
H -0.1193 2.1025 3.1778
O 0.4579 1.5291 2.7488
H 1.6211 -3.0507 2.2613
H 0.6783 -1.9497 1.9781
O 0.7631 -2.7804 2.5194
*
```

Values from the calculation:
- largest force on an atom (eV/A) = 6.202
- molar mass (g mol⁻¹) = 127.184
- SMILES = CC[C@H](C)N.O.O.O
- frontier orbital gap (eV) = 9.85


(6)
Formula: C4H17NO7
Source: the Open Molecules 2025 dataset
Level of theory: wB97M-V/def2-TZVPD

Structure (ORCA input):
```
! RIJCOSX wB97M-V def2-TZVPD def2/J DEFGRID3
* xyz 1 2
C -1.0345 1.2835 -1.4029
N -0.0419 0.9242 -0.4719
C 0.4008 2.3123 1.4471
C 1.0057 1.6756 0.1649
C 2.1882 0.7684 0.5915
O 2.0004 -0.1722 1.2991
O -1.9453 0.5003 -1.4926
H -0.8765 2.2036 -1.9701
H -0.1820 0.0142 -0.0193
H 0.5977 1.7398 2.3534
H -0.6908 2.3125 1.4321
H 0.8250 3.2986 1.6048
H 1.3180 2.4540 -0.5346
H 3.1737 1.1505 0.3066
H -2.4920 0.0324 0.8093
H -2.6291 -0.9956 1.7817
O -3.1872 -0.3057 1.3879
H 0.4513 -1.0330 1.6199
H -0.2848 -2.1214 2.4978
O -0.4156 -1.3676 1.9028
H 2.0865 0.6361 -2.2498
H 2.1578 -0.8800 -2.3695
O 2.3275 -0.1478 -1.7426
H -0.2620 -1.7497 -2.2854
H 0.4244 -2.8417 -1.8209
O 0.4678 -2.3000 -2.6224
H -1.1223 -2.4300 0.3645
H -2.5405 -2.2299 -0.2505
O -1.7204 -2.7310 -0.3307
*
```

Values from the calculation:
- largest force on an atom (eV/A) = 1.836
- molar mass (g mol⁻¹) = 191.180
- frontier orbital gap (alpha / beta) (eV) = 10.19 / 5.39


(7)
Formula: C4H17NO8
Source: the Open Molecules 2025 dataset
Level of theory: wB97M-V/def2-TZVPD

Structure (ORCA input):
```
! RIJCOSX wB97M-V def2-TZVPD def2/J DEFGRID3
* xyz 0 1
O -0.9286 -1.8165 1.3856
C -0.5918 -0.6501 1.5459
N -1.1437 0.3131 0.7762
C -2.2445 -0.0473 -0.0860
C -1.8401 -0.8550 -1.3202
O -2.9092 -0.8125 -2.2661
C -2.8891 1.2721 -0.4651
O -2.3375 2.0844 -1.1790
H 0.0865 -0.2517 2.2875
H -0.8635 1.2566 0.8292
H -2.9170 -0.6764 0.4764
H -1.6520 -1.8915 -1.0607
H -0.9442 -0.4424 -1.7401
H -3.6093 -1.3204 -1.8692
H -3.7133 1.6777 0.1624
H 1.3596 1.9534 1.6039
H 0.7074 3.0061 2.5323
O 0.5892 2.0618 2.2003
H 0.7350 1.7671 -3.0891
H 2.2143 1.3960 -3.0543
O 1.4100 1.4761 -2.5021
H 2.8649 1.1520 0.6045
H 2.2747 1.9094 -0.5628
O 2.5137 2.0336 0.3409
H 4.2817 -1.6975 1.0376
H 2.7731 -1.8900 0.7951
O 3.4149 -1.2458 1.1467
H 1.2958 -3.8471 -0.0412
H 0.5796 -2.8384 0.9401
O 1.4836 -3.0770 0.5714
*
```

Values from the calculation:
- largest force on an atom (eV/A) = 2.345
- molar mass (g mol⁻¹) = 207.179
- SMILES = O=CN[C@@H](C=O)CO.O.O.O.O.O
- frontier orbital gap (eV) = 10.19


(8)
Formula: C4H18CaN8O6
Source: the Open Molecules 2025 dataset
Level of theory: wB97M-V/def2-TZVPD

Structure (ORCA input):
```
! RIJCOSX wB97M-V def2-TZVPD def2/J DEFGRID3
* xyz 1 2
Ca 0.3569 0.5243 0.1250
O 1.1369 2.6773 0.0985
H 0.9853 3.3383 0.8018
O 2.2139 0.5346 -1.2411
H 2.9786 -0.0719 -1.1991
C -1.5786 1.8753 -2.1857
O -1.0225 0.9090 -1.5365
N -1.0474 3.0459 -2.5130
N -2.8809 1.8773 -2.4749
H -1.6354 3.7411 -2.9500
H -0.1861 3.4071 -2.1286
H -3.3549 1.1212 -2.0018
H -3.3619 2.6975 -2.8156
C -2.6258 0.4220 1.6349
O -1.4683 0.4397 1.5225
N -3.2231 -0.2272 2.5521
N -3.4449 1.0052 0.7884
H -4.1221 -0.6575 2.3885
H -2.7227 -0.6568 3.3171
H -3.1331 1.4443 -0.0660
H -4.3629 1.2193 1.1509
C 0.5367 -2.3606 -1.0559
O 0.1148 -1.7339 -0.1736
N 0.1951 -3.5856 -1.2718
N 1.1623 -1.9022 -2.0785
H 0.4735 -4.0471 -2.1260
H -0.4004 -4.1400 -0.6735
H 1.4691 -0.9588 -1.8890
H 1.3007 -2.4940 -2.8853
C 3.0306 -0.6700 2.2469
O 1.9526 -0.2348 1.7930
N 3.2002 -1.1067 3.3969
N 4.1296 -0.8693 1.4908
H 2.5055 -1.0903 4.1299
H 4.1478 -1.2120 3.7302
H 4.5865 -1.7684 1.5443
H 4.0943 -0.4926 0.5543
*
```

Values from the calculation:
- largest force on an atom (eV/A) = 7.974
- molar mass (g mol⁻¹) = 314.316
- frontier orbital gap (alpha / beta) (eV) = 10.20 / 5.44


(9)
Formula: C4H18HgO6
Source: the Open Molecules 2025 dataset
Level of theory: wB97M-V/def2-TZVPD

Structure (ORCA input):
```
! RIJCOSX wB97M-V def2-TZVPD def2/J DEFGRID3
* xyz 0 1
Hg 0.1433 -0.1488 -0.3216
C -3.3077 -0.5318 -0.4206
C -2.7227 -0.2878 -1.7516
O -1.4207 -0.9008 -1.7676
H -4.3267 -0.1318 -0.3586
H -2.6627 -0.1338 0.4014
H -3.3057 -1.6148 -0.2236
H -2.7127 0.7642 -1.9886
H -3.2807 -0.7838 -2.4706
C 3.1333 1.3662 2.6474
C 1.8823 1.0252 1.8404
O 2.0663 0.0282 0.8274
H 3.6723 2.1882 2.1354
H 3.8833 0.5292 2.8044
H 2.9563 1.8282 3.5314
H 1.4273 1.8842 1.4284
H 1.1843 0.5662 2.5934
O 0.9273 -2.3758 -0.6236
H 1.6823 -2.5278 -1.2356
H 0.6173 -3.3398 -0.4936
O 1.4053 0.2262 -2.2506
H 1.9523 -0.5098 -2.5276
H 1.6523 0.9152 -2.8536
O -0.8357 -1.2948 1.5004
H -0.3957 -2.0588 1.8714
H -1.8147 -1.5488 1.4274
O -0.6517 2.0512 -0.9696
H -1.1757 2.1352 -1.7996
H 0.0273 2.6802 -0.9536
*
```

Values from the calculation:
- largest force on an atom (eV/A) = 4.135
- molar mass (g mol⁻¹) = 362.772
- frontier orbital gap (eV) = 7.73


(10)
Formula: C4H18N2O3
Source: the Open Molecules 2025 dataset
Level of theory: wB97M-V/def2-TZVPD

Structure (ORCA input):
```
! RIJCOSX wB97M-V def2-TZVPD def2/J DEFGRID3
* xyz 0 1
C -0.4688 -2.7177 -0.5157
C -0.1952 -1.8659 0.7371
C 0.2233 -0.4385 0.3875
C 1.7388 -0.2392 0.2637
N 2.3627 0.4621 1.3953
N -1.6891 -2.3836 -1.2387
H 0.3536 -2.5940 -1.2333
H -0.5405 -3.7699 -0.2233
H -1.0899 -1.8660 1.3740
H 0.5814 -2.3373 1.3613
H -0.1745 0.2558 1.1417
H -0.2733 -0.1240 -0.5300
H 2.2492 -1.1955 0.1458
H 1.9702 0.3426 -0.6356
H 2.3103 -0.1005 2.2314
H 1.8972 1.3533 1.5345
H -2.4989 -2.6399 -0.6945
H -1.7996 -1.3998 -1.4741
H 1.0723 3.7788 1.6399
H -0.2881 3.1369 2.0394
O 0.4777 3.0256 1.4669
H -0.3386 3.4951 -1.4314
H 0.1455 2.5815 -0.2929
O -0.1773 2.5693 -1.2264
H -2.1494 0.6320 -2.8031
H -1.4947 1.3443 -1.5812
O -2.2043 0.6944 -1.8382
*
```

Values from the calculation:
- largest force on an atom (eV/A) = 0.969
- molar mass (g mol⁻¹) = 142.199
- SMILES = NCCCCN.O.O.O
- frontier orbital gap (eV) = 8.51